Record 1
7 unconnected molecules or ions with the total composition C34H77Cl2IN3O7 at a distorted geometry. Source: the Open Molecules 2025 dataset; level of theory: ωB97M-V with the def2-TZVPD basis set.

Structure (XYZ):
```
124
Properties=species:S:1:pos:R:3
C -3.481 -1.302 2.025
C -3.385 -2.336 0.960
C -3.311 -2.063 -0.664
C -1.730 -2.315 -1.004
Cl -0.842 -0.819 -1.700
C -1.448 -3.701 -1.887
C -1.865 -3.576 -3.467
N -4.150 -3.248 -1.184
C -5.429 -2.733 -1.859
N -6.195 -3.323 -2.834
N -5.574 -1.374 -1.156
Cl -6.756 -0.509 -2.134
C -4.141 -0.831 -1.335
I -4.088 -0.445 -3.482
C -4.147 0.661 -0.661
O -4.422 1.745 -1.643
C -3.436 2.846 -1.444
H -2.588 -0.541 2.243
H -4.450 -1.121 2.695
H -3.301 -3.467 1.304
H -1.195 -2.523 0.042
H -1.921 -4.657 -1.364
H -0.272 -3.878 -1.850
H -1.730 -4.667 -3.929
H -1.107 -2.873 -4.021
H -2.994 -3.305 -3.630
H -4.607 -3.833 -0.422
H -7.221 -3.185 -2.990
H -5.692 -3.996 -3.484
H -5.068 0.696 0.099
H -3.188 0.846 -0.013
H -3.547 3.555 -2.397
H -3.627 3.469 -0.461
H -2.372 2.312 -1.447
C -5.959 -6.937 5.203
C -4.694 -6.335 4.618
O -4.922 -5.575 3.434
C -5.772 -4.437 3.562
C -5.241 -3.391 4.526
H -6.505 -7.505 4.442
H -5.717 -7.603 6.037
H -6.636 -6.164 5.577
H -4.016 -7.148 4.338
H -4.164 -5.731 5.361
H -6.786 -4.748 3.835
H -5.843 -3.990 2.564
H -5.232 -3.762 5.554
H -5.866 -2.494 4.500
H -4.213 -3.113 4.269
C -3.612 8.684 -2.468
C -3.555 7.464 -3.371
O -4.048 6.278 -2.752
C -5.414 6.294 -2.343
C -6.386 6.493 -3.493
H -3.123 8.480 -1.511
H -3.117 9.537 -2.944
H -4.643 8.974 -2.250
H -2.509 7.267 -3.627
H -4.078 7.646 -4.315
H -5.568 7.043 -1.560
H -5.611 5.319 -1.883
H -6.288 7.489 -3.933
H -7.417 6.381 -3.145
H -6.201 5.764 -4.288
C 2.423 -1.226 -1.948
C 3.203 -0.377 -0.959
O 4.319 -1.054 -0.387
C 5.335 -1.484 -1.290
C 5.995 -0.343 -2.044
H 2.143 -2.183 -1.498
H 1.515 -0.705 -2.268
H 3.014 -1.448 -2.840
H 2.542 -0.112 -0.128
H 3.523 0.566 -1.414
H 4.938 -2.236 -1.980
H 6.095 -1.989 -0.684
H 5.296 0.142 -2.731
H 6.840 -0.712 -2.633
H 6.356 0.423 -1.350
C 6.966 3.912 -2.534
C 8.365 3.363 -2.316
O 8.703 2.302 -3.206
C 8.710 2.615 -4.597
C 9.717 3.689 -4.969
H 6.227 3.104 -2.519
H 6.714 4.638 -1.756
H 6.878 4.413 -3.502
H 8.425 2.949 -1.304
H 9.115 4.159 -2.371
H 7.702 2.884 -4.932
H 8.974 1.690 -5.122
H 9.449 4.657 -4.538
H 9.765 3.809 -6.056
H 10.714 3.430 -4.598
C 9.614 -3.974 1.016
C 10.880 -3.372 0.431
O 10.651 -2.612 -0.753
C 9.801 -1.474 -0.625
C 10.332 -0.428 0.340
H 9.069 -4.542 0.256
H 9.856 -4.640 1.850
H 8.937 -3.201 1.390
H 11.557 -4.185 0.151
H 11.410 -2.768 1.175
H 8.787 -1.785 -0.352
H 9.730 -1.027 -1.623
H 10.341 -0.799 1.368
H 9.707 0.469 0.313
H 11.360 -0.150 0.082
C -3.321 -0.123 6.810
C -3.341 1.212 6.085
O -4.268 1.255 5.004
C -5.642 1.066 5.334
C -6.188 2.124 6.278
H -3.174 -0.945 6.102
H -2.516 -0.145 7.551
H -4.263 -0.310 7.333
H -2.351 1.389 5.652
H -3.528 2.036 6.781
H -5.802 0.059 5.734
H -6.198 1.117 4.392
H -5.724 2.058 7.265
H -7.267 2.001 6.407
H -5.990 3.128 5.890
```

Orbital gap in Eh: 0.2221
Strongest force on any atom in eV/Å: 4.84
HOMO level in eV: -10.52
Charge: +1
Electronic energy in a.u.: -3249.932224
Energy relative to the best compared isomer or geometry (same formula, charge and spin) in kcal/mol: 170.4

Atom charges from the Löwdin analysis, given in e for atoms 1 to 2: atom 1 (C): 0.0201, atom 2 (C): -0.0891

Record 2
2 unconnected molecules or ions with the total composition C4H9N3O at a distorted geometry. Source: the Open Molecules 2025 dataset; level of theory: ωB97M-V with the def2-TZVPD basis set.

Structure (XYZ):
```
17
Properties=species:S:1:pos:R:3
C -0.955 -0.967 -0.296
C 1.215 1.392 -0.162
C -2.140 -0.049 -0.455
C 0.534 0.191 0.883
N 1.513 -0.755 1.144
N -0.192 -1.187 -1.380
N 0.701 -0.846 -1.994
O -0.193 0.583 1.786
H -1.110 -1.849 0.312
H 2.257 -0.886 0.482
H 1.512 -1.154 2.069
H 1.867 1.014 -0.950
H 1.830 1.927 0.550
H 0.443 2.028 -0.573
H -2.250 0.519 0.470
H -3.046 -0.629 -0.631
H -1.984 0.672 -1.255
```

Orbital gap (alpha / beta) in Eh: 0.3144 / 0.3143
Strongest force on any atom in eV/Å: 4.23
HOMO level (alpha / beta) in eV: -8.19 / -8.19
Charge: 0
Electronic energy in a.u.: -397.210982
Energy relative to the best compared isomer or geometry (same formula, charge and spin) in kcal/mol: 87.6

Atom charges from the Löwdin analysis, given in e for atoms 1 to 2: atom 1 (C): -0.2311, atom 2 (C): 0.0012

Record 3
A molecular structure, C20H20AsF2NO7ReSSi at a distorted geometry. Source: the Open Molecules 2025 dataset; level of theory: ωB97M-V with the def2-TZVPD basis set.

Structure (XYZ):
```
54
Properties=species:S:1:pos:R:3
Re 0.125 0.179 0.597
F 5.600 0.526 0.262
C 4.518 -0.226 0.521
C 3.271 0.374 0.595
C 2.142 -0.388 0.861
C 2.299 -1.780 1.090
C 3.567 -2.348 0.978
F 3.746 -3.671 1.147
C 4.687 -1.588 0.692
C 1.062 -2.472 1.445
C 0.872 -3.841 1.577
C -0.378 -4.325 1.931
C -1.399 -3.430 2.202
C -1.154 -2.079 2.032
N 0.030 -1.614 1.649
H 3.188 1.437 0.442
H 5.658 -2.046 0.607
H 1.683 -4.518 1.366
H -0.543 -5.390 1.993
H -2.383 -3.759 2.490
H -1.927 -1.339 2.183
O -3.150 2.036 -1.438
As -1.941 0.782 -1.118
O -2.258 0.329 0.425
O -0.458 1.565 -0.989
C -2.135 -0.199 -2.783
C -2.687 0.431 -3.885
C -2.701 -0.241 -5.100
C -2.141 -1.504 -5.219
C -1.585 -2.121 -4.110
C -1.607 -1.463 -2.900
S -0.921 -2.141 -1.407
O -0.271 -3.389 -1.687
O -1.993 -2.204 -0.447
O 0.080 -1.083 -1.044
H -3.317 2.451 -0.585
H -3.088 1.433 -3.781
H -3.130 0.237 -5.967
H -2.123 -2.000 -6.178
H -1.117 -3.091 -4.149
C 0.494 3.935 3.599
Si 0.131 3.255 1.848
C 1.496 3.809 0.619
C -1.600 3.877 1.284
O 0.176 1.644 1.894
H 0.639 5.008 3.544
H 1.395 3.499 4.013
H -0.323 3.745 4.285
H 1.414 4.856 0.351
H 1.406 3.209 -0.283
H 2.481 3.650 1.048
H -1.798 4.885 1.638
H -2.377 3.217 1.666
H -1.655 3.883 0.196
```

Orbital gap (alpha / beta) in Eh: 0.2468 / 0.2541
Strongest force on any atom in eV/Å: 4.21
Multiplicity: 2
HOMO level (alpha / beta) in eV: -8.46 / -8.39
Charge: 0
Electronic energy in a.u.: -4557.115133
⟨S²⟩: 0.76
Energy relative to the best compared isomer or geometry (same formula, charge and spin) in kcal/mol: 32.8

Atom charges from the Löwdin analysis, given in e for atoms 1 to 2: atom 1 (Re): 1.6607, atom 2 (F): 0.0745

What is the formula in the second record?
C4H9N3O

Look up the electronic energy of the first one.
-3249.932224 a.u.

Look up the charge of the first one.
+1

Which formula does entry 2 have?
C4H9N3O